A cluster of 3 separate species, C24H47IN2O10 in total, computed with ωB97M-V/def2-TZVPD.

The geometry in XYZ format:
```
84
Properties=species:S:1:pos:R:3:forces:R:3
I -0.807547 -2.062778 -0.384020 -0.098 0.028 -0.021
O -4.457865 5.369336 -1.219715 -0.054 -0.128 0.137
O -0.976660 0.582388 4.347170 0.242 -0.030 0.307
O 4.295950 -2.984658 2.182690 -0.315 -0.102 -0.539
O 4.424059 -1.818527 4.068188 -0.396 -0.314 3.916
O 0.935688 -0.073468 0.870164 3.343 1.079 -0.636
O -0.237495 1.059678 6.398459 -0.534 2.993 4.757
O -2.686163 3.497306 2.519644 0.285 0.242 0.110
O 2.402623 0.021912 -6.285882 0.202 -0.108 -0.244
O 0.846687 -0.364176 5.108559 0.904 -0.315 0.171
O 2.084180 -3.630555 -3.610911 -0.167 0.170 -0.037
N -4.236782 5.980116 1.881286 -0.142 -0.143 -0.059
N 1.689531 -2.864166 -6.654844 -0.160 0.054 0.124
C 0.637327 -1.099922 3.849047 0.068 0.985 2.672
C 0.970537 -4.710623 2.836567 0.178 0.391 -1.134
C -0.126697 0.495840 5.421860 0.333 -2.758 -5.088
C -0.114042 -0.519913 0.996168 -2.884 -0.560 1.021
C -5.519531 5.640838 -0.321120 -0.205 0.203 -0.077
C 0.767603 -1.733822 -6.673590 0.306 -0.022 0.028
C 2.886390 -3.250244 1.942237 0.597 -0.243 0.472
C 0.638041 -2.554596 4.320649 -0.832 -0.276 -1.259
C 2.554795 -2.293663 -3.595607 0.185 -0.177 0.142
C -1.432457 4.160876 2.520295 -0.112 -0.197 -0.086
C 4.468581 -1.847029 2.911590 0.938 1.094 -3.245
C -3.590388 4.319727 -0.831740 0.081 0.149 -0.248
C -5.139718 6.524725 0.867804 0.270 0.100 0.014
C -1.078008 -0.045836 2.091935 -0.891 -1.295 -1.003
C 4.775192 -0.582410 2.102344 -0.847 -0.791 -0.349
C 0.929686 -3.849408 -4.404841 -0.079 -0.273 0.016
C 3.743311 -0.139591 -6.712730 -0.090 0.106 0.170
C 1.436012 -0.477397 -7.204581 -0.376 0.090 0.172
C 0.093035 -3.487790 3.182378 0.289 -0.440 1.107
C -0.763254 -0.562126 3.510124 -0.550 0.735 -0.388
C 1.212889 -4.021063 -5.898019 0.253 -0.002 -0.098
C -4.741228 4.794282 2.564685 0.291 0.079 -0.111
C -3.651950 4.108318 3.371011 -0.419 -0.277 -0.004
C 2.488248 -4.445382 2.794713 -0.649 -0.581 -0.019
H 5.814557 -0.283775 2.222899 -0.054 -0.039 0.007
H 2.958055 -5.325288 2.340782 0.055 0.076 0.163
H 1.594771 -2.864695 4.739530 0.090 0.209 -0.273
H -4.653842 7.418786 0.467390 -0.082 0.004 -0.030
H 0.169402 -3.084745 -4.204237 0.110 0.142 -0.040
H -1.082354 4.346727 3.539164 0.001 0.044 -0.017
H -3.163493 3.887710 -1.738077 -0.070 0.036 -0.026
H -4.112018 3.302133 3.948999 0.017 0.020 0.030
H -6.259526 6.194185 -0.905665 0.037 0.006 -0.010
H 1.867698 -0.645181 -8.195789 0.115 -0.083 0.070
H -2.759079 4.702045 -0.234243 0.002 -0.149 0.141
H -1.482822 5.104868 1.969742 0.115 0.088 0.089
H 0.505219 -4.792419 -4.048882 0.049 -0.005 -0.002
H -0.710764 3.512815 2.021758 -0.047 -0.005 -0.016
H -5.136114 4.053984 1.857497 -0.096 -0.101 0.112
H -0.087581 -1.979012 -7.310807 -0.003 -0.022 0.016
H 2.569152 -2.564805 -6.256493 -0.005 0.017 -0.033
H 4.528095 -0.790533 1.059404 0.295 0.286 -0.008
H -6.013566 4.711195 -0.014532 0.139 -0.069 0.066
H -4.115520 3.530578 -0.287790 0.012 0.045 0.095
H -0.862770 -3.884652 3.540466 -0.024 0.123 -0.285
H 3.879948 0.220582 -7.736408 0.018 -0.059 -0.016
H 2.866285 -4.397326 3.818634 0.207 0.434 -0.196
H 2.788527 -3.467787 0.876127 -0.137 0.039 0.087
H 1.741016 -1.568041 -3.666659 -0.003 -0.004 -0.096
H 0.759358 -5.580341 3.462488 0.038 0.247 0.211
H 2.329700 -2.337685 2.174539 -0.135 -0.193 -0.089
H 4.373719 0.454076 -6.051354 -0.060 -0.006 0.020
H 0.684810 -5.021825 1.819927 -0.112 -0.032 0.181
H -2.075004 -0.384466 1.796549 0.063 0.064 0.177
H -5.552400 5.086370 3.238416 -0.010 0.009 -0.021
H -0.133056 -2.899803 2.290558 0.174 -0.159 0.007
H -3.186946 4.797738 4.081230 0.079 0.057 -0.125
H 1.470522 -0.737965 3.246458 -0.294 -0.441 -0.483
H 0.313081 -4.409866 -6.385857 -0.050 0.061 0.044
H 0.388835 -1.500353 -5.670679 -0.138 0.103 -0.045
H -1.111904 1.043371 2.028951 0.340 -0.045 0.349
H 0.671984 0.298621 -7.305429 0.003 -0.008 -0.029
H 1.980036 -4.793941 -5.997508 -0.071 -0.044 0.039
H -3.358342 5.754066 1.434733 0.002 0.001 0.029
H 3.279786 -2.128423 -4.396072 -0.066 0.182 -0.054
H -6.055609 6.863017 1.363042 -0.034 -0.087 -0.006
H 4.065602 -1.183322 -6.647091 0.071 -0.019 -0.131
H -0.083443 -2.587987 5.141867 0.184 0.083 0.039
H -1.507915 -1.271301 3.888689 0.106 -0.275 -0.673
H 4.105436 0.195939 2.474034 0.266 0.088 0.009
H 3.077894 -2.129470 -2.652269 -0.063 -0.086 0.032
```
Forces are in eV/Å.

Calculated values
LUMO energy = 0.03 eV
HOMO level = -8.77 eV
total energy = -57202.4467 eV
SMILES string = CC(=O)OCCCCC[C@@H]1OC(=O)O[C@H]1CC(=O)I.COCCNCCOC.COCCNCCOC

***

A cluster of 2 separate species, C59H70N3 in total, computed with ωB97M-V/def2-TZVPD.

The geometry in XYZ format:
```
132
Properties=species:S:1:pos:R:3:forces:R:3
N 0.739214 -2.027877 3.331435 0.155 -0.423 -0.053
N -1.482290 -1.922202 2.930238 0.066 0.013 0.309
N 4.632532 5.215968 -1.770258 -0.537 0.064 0.490
C -2.016797 5.223810 3.517040 0.386 -0.212 -0.092
C 2.603879 0.509454 -0.950018 -0.170 -0.279 -0.089
C 1.998513 3.435249 0.051420 0.866 0.424 0.465
C 3.450840 -0.605153 -0.928890 0.016 -0.097 0.018
C -3.783007 -4.616823 -0.053752 -0.209 0.018 -0.101
C 1.903007 -4.987547 3.271290 0.121 0.132 -0.077
C 2.171590 -2.269207 3.201817 0.557 -0.056 0.445
C 1.520668 0.790658 3.694300 -0.453 0.320 -0.059
C 3.132493 -1.211006 3.269703 -0.181 0.261 0.212
C -2.984908 4.346549 -2.724294 -0.155 -0.072 0.064
C 3.447118 0.406272 5.152471 0.151 -0.161 0.132
C -1.718186 0.792810 4.017806 0.480 -0.084 0.290
C 4.953721 -2.804780 3.015364 -0.170 0.144 0.219
C -1.488816 -3.791024 0.238110 0.622 0.075 -0.131
C -3.841450 0.075667 5.185737 -0.074 -0.066 0.261
C 2.610682 -6.093105 2.458461 0.242 -0.216 -0.169
C 4.930915 6.566583 -2.194879 -0.262 0.264 -0.356
C 3.744905 1.200468 2.771282 0.264 0.157 -0.228
C -0.053880 4.179313 2.480093 -0.062 -0.009 -0.098
C 4.050001 -3.831248 3.218299 0.391 0.067 -0.308
C 2.942577 0.281857 3.706758 -0.148 -0.248 -0.244
C -1.655993 3.696914 -0.827750 -1.073 0.197 0.310
C -4.031354 4.739335 -1.874522 0.171 -0.257 -0.152
C -2.818116 4.832136 2.442886 0.089 -0.348 -0.455
C 2.674552 -3.622110 3.202502 -0.370 -0.141 0.085
C -0.834618 3.832336 1.370629 -0.956 -0.202 0.993
C 1.786129 -1.864378 0.283173 -0.131 0.561 0.053
C -2.839680 -3.898831 0.923999 0.082 0.507 -0.314
C -1.806581 3.792100 -2.211594 0.013 -0.139 0.026
C -0.460804 3.570343 -0.014846 0.767 2.358 -1.215
C -2.744693 4.038864 0.026501 -0.246 0.289 -1.385
C -4.835712 -0.366324 2.230558 -0.230 0.172 -0.372
C 1.382546 0.474057 -0.283322 0.022 -0.800 0.261
C -2.235399 4.143586 1.385244 1.028 0.456 0.906
C -2.771559 -1.627100 2.315167 -0.144 0.137 0.064
C -1.372233 -2.429745 4.303682 -1.090 -0.198 -0.004
C -3.792429 1.883769 3.490714 -0.326 0.322 -0.138
C -0.106323 -0.682878 1.344751 -0.241 -1.454 0.826
C 4.486878 -1.505853 3.072922 0.141 -0.288 -0.060
C 1.017320 -0.684196 0.452709 0.345 0.094 -0.271
C 0.094378 -2.332559 4.618076 0.893 -0.004 0.186
C 0.830608 3.961851 -0.538031 -0.438 -0.687 0.170
C -3.317572 -2.457048 1.284008 0.491 -0.389 -0.265
C 3.025919 -1.800603 -0.331880 -0.042 0.202 -0.177
C 1.894549 -5.478043 4.725242 -0.017 -0.035 0.245
C -4.368812 -1.954640 0.521859 -0.419 -0.007 0.160
C 0.985774 4.983673 -1.522894 0.252 0.328 0.074
C 2.229366 5.542531 -1.773616 -0.543 -0.162 -0.042
C 0.510816 -4.966841 2.675660 -0.607 0.042 0.062
C -0.651856 4.893445 3.526724 -0.152 -0.089 0.214
C -0.226940 -1.567669 2.440300 -0.410 1.555 -1.156
C -3.553530 -0.534474 2.768487 -0.024 0.111 0.329
C -3.203550 0.519102 3.864037 -0.194 -0.293 -0.126
C -2.796975 -4.782305 2.165142 -0.058 0.045 0.519
C -3.936746 4.541153 -0.491102 0.491 -0.420 0.386
C -5.190050 -0.956060 1.028880 0.237 0.018 0.172
C 3.255526 3.817098 -0.375233 -0.743 -0.396 0.240
C 5.619350 4.211768 -2.116605 0.291 -0.141 0.187
C 3.390770 4.880073 -1.301704 0.619 -0.135 -0.490
H 1.939335 -6.961568 2.377549 0.147 0.267 0.059
H -0.920299 0.014532 1.156662 -0.229 -0.539 -0.106
H 0.291621 -1.535620 5.354512 0.076 -0.075 -0.196
H 5.228336 -0.707139 3.044068 -0.355 -0.224 -0.017
H -1.556975 1.625317 4.724073 -0.127 -0.256 -0.191
H 0.000706 -5.917535 2.909322 0.186 0.314 -0.108
H -0.106949 -4.158193 3.058837 0.028 -0.230 -0.186
H 1.358261 -2.806074 0.637155 0.401 0.304 0.048
H 1.490441 1.834834 4.052730 0.113 -0.311 0.009
H 2.855482 -0.246820 5.809155 0.151 0.147 -0.082
H -4.928228 5.209420 -2.290837 0.360 -0.276 0.110
H 3.411466 2.243827 2.865752 0.026 -0.173 0.143
H -6.100359 -0.664947 0.508114 0.147 -0.100 0.143
H -1.608720 -3.324605 -0.749851 0.060 -0.125 0.178
H -4.814192 -4.635506 0.318433 0.141 0.023 -0.095
H -3.462860 -5.660488 -0.176683 0.050 0.256 0.082
H 0.669611 1.304346 -0.315877 0.383 -0.346 0.060
H -3.449708 2.646399 4.201752 -0.019 -0.193 -0.066
H -2.451670 5.815329 4.327856 0.238 -0.269 -0.253
H 1.013723 3.941256 2.505953 -0.409 0.212 0.069
H -3.816595 -4.976398 2.529074 0.221 0.030 -0.087
H -2.322450 -5.748227 1.938323 -0.142 0.269 0.015
H 4.818355 1.188726 2.996536 -0.231 0.071 -0.131
H -3.573229 -0.952322 5.456599 -0.094 0.275 -0.020
H -0.042268 5.218564 4.371066 -0.135 -0.158 -0.261
H -4.935937 0.114138 5.107552 0.215 -0.024 0.058
H -1.001659 3.451413 -2.863418 -0.250 0.175 0.029
H 6.603980 4.578480 -1.798313 -0.146 -0.333 -0.085
H -1.033251 -4.784097 0.112392 -0.124 0.235 -0.092
H -4.614462 -2.405734 -0.438957 -0.070 -0.049 0.473
H 0.110992 5.404942 -2.012742 0.180 0.016 0.250
H 3.530016 -6.456723 2.930429 -0.171 0.064 -0.168
H 2.925982 -5.603262 5.080785 -0.242 0.032 -0.013
H -0.807434 -3.148863 0.807551 -0.134 -0.345 -0.246
H 2.893803 1.408967 -1.492775 -0.018 -0.286 0.048
H 4.499935 0.114961 5.245459 -0.181 0.043 -0.005
H 1.390359 -4.787748 5.409357 0.114 -0.208 -0.074
H -1.995305 -1.852615 4.999747 0.331 -0.108 -0.200
H -4.887304 1.909714 3.500310 0.237 0.019 0.014
H -4.743988 4.794961 0.199481 0.179 0.120 -0.402
H 5.396203 3.256879 -1.627697 0.156 0.292 -0.168
H 0.556478 -4.881881 1.581212 -0.002 0.063 0.340
H -3.528407 0.739204 6.003206 -0.101 -0.097 -0.128
H 2.329655 6.427940 -2.413847 -0.140 -0.567 0.205
H -3.768313 -4.159349 -1.048320 -0.062 -0.092 0.117
H 4.592309 6.771958 -3.222112 0.164 -0.031 0.110
H -3.879894 5.083694 2.385618 0.383 0.071 0.142
H 1.390010 -6.452627 4.791328 0.112 0.212 -0.021
H 3.338549 1.438716 5.509748 0.022 -0.155 -0.095
H -3.452611 2.188219 2.494292 -0.101 -0.128 0.168
H 4.144139 3.323265 0.016229 -0.298 0.161 -0.005
H 3.655235 -2.689706 -0.350945 -0.095 0.204 -0.144
H 1.112259 0.786989 2.677316 -0.072 -0.112 0.298
H 2.840808 -5.757346 1.439151 0.004 -0.044 0.204
H -5.552303 0.290295 2.726731 0.362 -0.071 -0.335
H -2.245788 -4.307902 2.976703 -0.107 -0.301 -0.286
H 6.016313 6.709288 -2.149800 -0.280 0.036 -0.001
H 1.881133 2.691898 0.841678 0.254 0.181 -0.296
H 5.641222 4.041924 -3.207787 -0.037 0.098 0.312
H -1.175475 -0.068556 4.411482 -0.062 0.377 -0.118
H -3.093684 4.472818 -3.801323 0.029 -0.036 0.302
H 6.010661 -3.014396 2.870919 -0.143 0.052 0.177
H -1.274771 1.088164 3.057966 -0.014 -0.150 0.236
H 4.417227 -0.567562 -1.429797 -0.204 0.019 0.113
H 0.884977 0.199196 4.356913 0.050 0.214 -0.218
H 4.446386 -4.834792 3.371413 -0.198 0.328 -0.292
H -1.729035 -3.465881 4.371706 0.068 0.254 0.015
H 3.599450 0.898119 1.724818 0.059 0.044 0.168
H 4.444722 7.287611 -1.527214 0.166 -0.149 -0.119
H 0.501533 -3.256695 5.038498 -0.192 0.256 -0.129
```
Forces are in eV/Å.

Calculated values
LUMO energy = -5.30 eV
HOMO level = -8.42 eV
total energy = -66780.9933 eV
total charge = +1

***

The molecule C3H3F2I, computed with ωB97M-V/def2-TZVPD.

The geometry in XYZ format:
```
9
Properties=species:S:1:pos:R:3:forces:R:3
I -2.573181 -0.198729 -0.254021 0.781 0.413 -0.008
F -0.844803 1.970185 0.696639 0.070 0.101 -0.054
F 1.999849 -1.769621 0.423858 -1.464 0.391 -0.319
C 0.633947 0.090639 0.122009 -4.178 0.378 -1.225
C 0.781236 -1.209475 0.120140 -1.185 -1.111 -0.060
C -0.719223 1.003812 -0.234597 2.130 -2.100 -0.657
H -0.097742 -1.877937 -0.043065 1.358 -0.032 0.027
H 1.472134 0.543184 0.451155 2.515 2.496 0.759
H -0.652215 1.447939 -1.282117 -0.027 -0.536 1.538
```
Forces are in eV/Å.

Calculated values
LUMO energy = 0.04 eV
ΔE to the lowest compared entry with this formula, charge and spin = 1.091 eV
HOMO level = -9.98 eV
total energy = -16693.3683 eV
SMILES string = F/C=C/[C@H](F)I

***

Q: Look up the total energy of the third one.
A: -16693.3683 eV

***

Q: What is the formula in the second record?
A: C59H70N3

***

Q: The lowest HOMO level belongs to which entry?
A: C3H3F2I

***

Q: Among the records above, which one has the lowest HOMO level?
A: C3H3F2I